# C7H7F8O6S

A 2-piece molecular cluster, C7H7F8O6S overall in a non-equilibrium geometry (ωB97M-V/def2-TZVPD, the OMol25 dataset).

CARTESIAN COORDINATES (ANGSTROEM)
1 O 0.495 2.687 0.187
2 C -0.396 1.886 -0.061
3 F -1.076 2.002 -1.178
4 C -0.885 0.755 0.788
5 C -1.095 -0.637 0.106
6 C 0.043 -1.160 -0.797
7 F -0.388 -2.284 -1.398
8 F 0.242 -0.212 -1.750
9 C 1.457 -1.614 -0.255
10 F 1.318 -2.504 0.736
11 F 2.064 -2.178 -1.314
12 C 2.455 -0.559 0.284
13 F 2.483 0.521 -0.545
14 F 2.063 -0.099 1.460
15 F 3.662 -1.063 0.394
16 C -2.374 -0.586 -0.740
17 O -3.407 -1.040 0.131
18 S -2.913 -1.661 1.483
19 O -3.150 -0.745 2.541
20 O -3.277 -3.023 1.541
21 O -1.353 -1.566 1.110
22 H -0.254 0.673 1.641
23 H -1.854 1.057 1.165
24 H -2.629 0.399 -1.084
25 H -2.366 -1.244 -1.594
26 O 2.972 3.066 -0.591
27 H 3.121 3.646 -1.359
28 H 2.842 2.126 -0.850
29 H 2.199 3.355 -0.051

Values from the calculation:
* frontier orbital gap: 10.2 eV
* net charge: +1
* HOMO: -14.32 eV
* LUMO energy: -4.1 eV

Partial atomic charges computed with the Mulliken method, in multiples of e: -0.72 0.52 -0.17 -1.12 0.83 0.44 -0.30 -0.29 0.59 -0.24 -0.28 0.53 -0.46 -0.22 -0.22 -0.19 -0.35 1.15 -0.54 -0.54 -0.34 0.43 0.56 0.30 0.40 -0.32 0.48 0.56 0.52